No. 1
15 unconnected molecules or ions with the total composition C5H39O16, computed with the ωB97M-V functional and the def2-TZVPD basis.

```
! wB97M-V def2-TZVPD RIJCOSX def2/J DEFGRID3
* xyz -1 1
O -0.36 0.62 -3.59
H -1.29 0.41 -3.68
C 0.22 2.26 0.10
H -1.52 3.77 -1.26
H 1.71 0.12 -3.41
O -3.02 -0.08 -2.36
H -0.53 -3.19 -1.24
H 4.19 -1.88 0.35
H 0.56 2.22 -2.95
H -3.63 -0.85 -2.36
H -2.54 2.23 1.48
O -2.63 -1.77 1.25
O -1.61 4.52 -0.63
H -0.07 -0.18 -3.13
O 3.74 -2.31 -0.40
H 3.12 0.47 0.59
H 0.69 3.25 0.08
O -2.86 -2.50 -1.40
H 0.46 3.78 -2.71
H 1.27 0.84 -0.93
H 3.04 1.85 2.85
H -0.65 -2.78 2.60
H -0.63 2.13 0.80
H -1.85 -1.63 0.66
O -0.20 -3.82 -1.89
H -2.65 0.00 2.12
H -2.49 -0.28 -1.59
H -3.44 2.60 0.31
H 1.29 1.95 2.56
C 2.19 1.31 2.31
H 0.03 0.34 3.08
C 1.98 -0.08 2.92
H -1.75 4.13 0.30
H 0.74 -3.73 -1.77
H -0.19 -0.95 -1.08
O -1.98 0.67 1.90
H 0.64 -2.05 0.45
H 2.80 -2.24 -0.03
H -2.77 -2.70 1.08
H 0.52 0.17 0.54
C 2.40 1.27 0.83
O 0.00 -3.21 3.13
O 1.51 -2.16 0.96
O -0.59 -1.52 -0.45
H 2.19 -0.99 2.32
H -1.94 -2.13 -1.13
H -1.62 0.28 1.09
H 2.98 2.04 0.36
H 1.40 -2.71 1.75
H -0.66 1.32 -1.45
O 0.67 -0.28 3.47
O 0.88 3.08 -3.18
C 1.07 0.98 0.16
H 2.44 -0.06 3.93
H 2.61 -1.02 -2.63
O -2.93 3.04 1.01
H -2.66 -3.45 -1.61
O -0.52 2.24 -1.17
H 0.52 -2.64 3.70
O 1.75 -0.73 -2.98
*
```

Calculated values
Orbital gap = 10.02 eV
Energy above the lowest of the compared OMol25 structures with the same formula, charge and spin = 110.50 kcal/mol
F_max = 0.081 hartree/bohr
E = -1417.76787 hartree
LUMO = 0.0976 hartree

Table of Löwdin atomic charges, one value per atom, all in e: O -0.05; H 0.04; C -0.18; H 0.01; H 0.04; O -0.07; H -0.03; H 0.02; H -0.04; H 0.05; H 0.02; O -0.09; O -0.15; H 0.01; O -0.13; H 0.11; H 0.14; O -0.14; H 0.01; H 0.12; H 0.13; H 0.01; H 0.08; H -0.02; O -0.07; H 0.06; H -0.01; H 0.06; H 0.13; C -0.18; H 0.05; C -0.24; H 0.03; H 0.02; H -0.03; O -0.06; H 0.03; H -0.01; H 0.04; H 0.06; C -0.22; O -0.04; O -0.12; O -0.34; H 0.09; H -0.01; H 0.04; H 0.11; H 0.03; H 0.05; O -0.11; O -0.06; C -0.17; H 0.11; H 0.05; O -0.10; H 0.06; O -0.17; H 0.03; O -0.05

***

No. 2
A molecular structure, C5H13N3, computed with the ωB97M-V functional and the def2-TZVPD basis.

```
! wB97M-V def2-TZVPD RIJCOSX def2/J DEFGRID3
* xyz 0 1
N -2.15 0.11 -1.78
H 2.02 0.56 -1.37
H 1.08 -0.93 -1.42
H 0.37 -2.18 1.13
C -1.14 -1.25 -0.06
C 1.72 0.94 1.25
C 1.69 -0.30 -0.77
H -0.44 -0.75 1.91
N 0.92 0.13 0.36
H 2.59 -0.87 -0.50
H 2.08 1.84 0.74
C -1.66 -0.04 -0.50
H 2.61 0.41 1.64
H -1.73 -0.48 -2.47
C -0.18 -1.25 0.99
H -1.92 1.92 -0.03
H -1.18 -2.09 -0.74
H 1.12 1.26 2.10
H -1.45 0.94 1.24
H -2.36 1.04 -2.09
N -1.97 0.99 0.37
*
```

Calculated values
Orbital gap = 8.09 eV
Energy above the lowest of the compared OMol25 structures with the same formula, charge and spin = 59.05 kcal/mol
F_max = 0.069 hartree/bohr
E = -362.48818 hartree
LUMO = 0.0337 hartree

Table of Löwdin atomic charges, one value per atom, all in e: N 0.12; H 0.08; H 0.06; H 0.09; C -0.18; C -0.17; C -0.18; H 0.07; N -0.25; H 0.07; H 0.08; C -0.46; H 0.07; H 0.10; C -0.06; H 0.10; H 0.09; H 0.06; H 0.08; H 0.09; N 0.13

***

No. 3
A molecular structure, C30H33ClCrN2O2S, computed with the ωB97M-V functional and the def2-TZVPD basis.

```
! wB97M-V def2-TZVPD RIJCOSX def2/J DEFGRID3
* xyz -1 2
C 0.76 -3.54 3.62
C 3.04 0.65 -3.19
C -2.72 2.93 0.36
H -1.02 -4.49 0.37
H -1.72 -3.50 -3.56
C 4.79 -0.55 -2.05
H -3.12 3.95 0.44
H 0.74 -2.17 -1.13
C 0.18 -2.39 -2.04
C -2.16 -2.94 -2.73
C -1.24 2.92 0.60
H -0.33 -6.29 1.96
C 4.01 -0.65 -0.93
H -4.85 -1.17 0.79
C 0.92 1.14 -2.10
H -1.60 2.79 3.34
H 1.51 1.66 3.38
H -0.87 5.65 -0.81
C -0.61 4.66 -1.18
H 0.64 1.65 -3.03
H 5.79 -0.98 -2.08
H -3.21 -0.80 1.39
C -3.88 -0.76 0.53
H 2.19 5.17 0.02
O 0.09 1.14 -1.21
H -0.61 1.36 3.63
H -4.18 -3.38 -3.33
C -3.54 -2.88 -2.62
H -2.97 2.56 -0.64
H -5.16 -2.10 -1.43
Cl 5.32 0.25 -4.61
C 2.24 4.07 0.00
H 2.69 1.51 2.08
C 0.37 -2.55 2.67
C -1.31 -2.31 -1.84
H 4.38 -1.16 -0.05
H -4.01 0.30 0.28
H 2.42 3.08 2.86
Cr 0.17 0.22 0.58
C 4.30 0.11 -3.19
C -1.26 1.85 2.91
H 0.52 -1.67 -2.79
C -0.51 -4.29 1.30
N -0.26 -2.99 1.56
H 2.66 1.15 -4.07
C 2.23 0.56 -2.05
C 1.92 2.17 2.51
C 0.51 -4.86 3.37
H -1.45 4.31 -1.79
N -1.07 -0.90 0.14
S 0.59 -0.90 2.85
C 2.71 -0.10 -0.88
C -0.56 2.10 1.58
H -3.24 2.31 1.09
H 3.10 3.76 0.61
H -0.64 -2.21 0.95
H 0.26 4.77 -1.84
C -4.08 -2.16 -1.55
H 0.81 -5.60 4.10
C -3.27 -1.51 -0.63
C -0.32 3.70 -0.06
C 0.97 3.45 0.50
H 2.45 3.78 -1.03
O 2.02 -0.21 0.20
C -0.13 -5.25 2.18
C -1.86 -1.54 -0.76
H 0.47 -3.39 -2.39
H 1.26 -3.22 4.52
H -2.13 1.20 2.78
C 0.84 2.53 1.52
*
```

Calculated values
Orbital gap (alpha / beta) = 6.01 / 6.42 eV
Energy above the lowest of the compared OMol25 structures with the same formula, charge and spin = 20.61 kcal/mol
F_max = 0.015 hartree/bohr
E = -3325.87038 hartree
LUMO (alpha / beta) = 0.0956 / 0.0955 hartree

Table of Löwdin atomic charges, one value per atom, all in e: C -0.09; C -0.07; C -0.04; H 0.13; H 0.10; C -0.10; H 0.08; H 0.06; C -0.04; C -0.09; C -0.25; H 0.09; C 0.01; H 0.07; C -0.16; H 0.08; H 0.03; H 0.07; C -0.05; H 0.14; H 0.10; H 0.07; C -0.05; H 0.07; O -0.02; H 0.02; H 0.08; C -0.13; H 0.08; H 0.10; Cl 0.60; C -0.04; H 0.07; C -0.69; C -0.22; H 0.12; H 0.06; H 0.07; Cr 0.56; C -0.67; C -0.09; H 0.08; C -0.07; N 0.06; H 0.11; C -0.13; C -0.07; C -0.08; H 0.07; N -0.15; S 0.80; C -0.33; C -0.36; H 0.06; H 0.07; H 0.05; H 0.06; C -0.09; H 0.10; C -0.22; C -0.25; C -0.23; H 0.07; O -0.16; C -0.08; C -0.30; H 0.08; H 0.10; H 0.06; C -0.28

***

No. 4
10 unconnected molecules or ions with the total composition C34H56O18, computed with the ωB97M-V functional and the def2-TZVPD basis.

```
! wB97M-V def2-TZVPD RIJCOSX def2/J DEFGRID3
* xyz -1 2
C 1.22 4.48 0.11
H -1.63 3.85 -3.11
O 3.64 1.41 -1.24
C -0.69 -2.15 -4.75
H -0.56 -5.29 2.28
C -5.83 0.37 0.67
C -0.28 4.79 1.93
H 0.15 4.60 2.91
O -0.40 0.17 0.76
H -0.89 3.87 0.11
H 1.24 2.31 6.47
C 0.33 -1.14 -6.48
H -1.52 2.55 -1.89
H 4.60 0.22 -3.49
H -0.42 0.36 3.74
O 3.84 -2.40 -2.97
H 1.13 4.54 -0.98
H -2.16 2.29 -3.44
C 4.46 -1.81 -4.06
O 2.09 -2.13 -1.65
C 3.94 -0.40 -4.11
C 2.91 0.63 2.05
H 1.64 -0.03 4.57
H 2.33 0.35 -2.74
C 1.78 1.90 5.61
H 2.10 3.89 0.38
C -1.35 2.81 -2.93
O 1.91 3.84 4.14
H 2.84 1.82 5.86
C -0.41 -0.05 -5.71
H -0.11 -1.24 -7.47
H 3.48 2.72 2.57
H -0.28 -2.68 0.41
O 4.22 2.15 0.79
H 3.03 0.00 2.92
H -2.39 -0.97 -5.30
H 4.83 1.52 2.64
H -1.92 -5.04 -0.52
H -2.04 -2.57 0.36
H -0.55 -1.77 -1.84
H -1.69 -4.22 4.67
H -2.05 -0.88 -1.25
H -3.92 1.05 -1.34
O 1.34 5.78 0.57
H -3.79 -6.07 -1.58
C 2.60 -0.48 -3.40
C -0.70 -4.49 4.30
O 0.10 -3.00 5.93
H -6.35 1.51 -1.03
O 0.45 7.10 2.23
C -1.05 -1.25 -1.02
H 0.81 0.05 6.09
O -1.00 -2.98 -3.93
C 3.91 1.81 2.14
O 0.22 -2.35 -5.76
H 1.19 -3.26 1.88
H -6.63 0.40 1.41
O 0.35 2.33 3.76
C -1.42 -0.81 -4.84
C -4.49 0.56 1.44
C -0.42 -4.36 2.84
C -0.21 -0.02 -0.56
H -5.84 -0.60 0.18
C 0.18 -3.44 4.81
H -0.90 1.45 5.12
H 2.26 -0.33 0.26
C 3.16 0.05 0.74
H 5.55 -1.78 -3.98
H -1.65 -0.28 -3.92
H 0.03 2.83 1.04
C -1.13 -0.88 1.40
C -0.12 1.16 4.42
H -1.17 -3.67 2.46
C 0.47 6.06 1.60
C 1.07 0.65 5.22
H -0.26 -5.42 4.65
H -3.98 2.70 -1.00
O -0.09 2.47 -3.47
H 1.38 -0.84 -6.49
H -5.93 2.50 0.40
O -4.13 0.22 2.59
C 0.99 -3.82 2.79
C -2.28 -4.82 -1.53
H -1.33 4.96 2.18
C 0.00 3.88 0.73
O -2.97 -5.92 -2.06
H -0.79 0.70 -6.40
C 2.79 -1.73 -2.56
O 0.45 0.74 -1.28
H -2.18 -0.66 1.60
H 0.29 0.47 -5.06
C 3.69 1.25 0.00
C 1.37 2.81 4.47
H 1.79 -0.67 -4.11
H 4.02 -0.61 0.80
C -1.12 -2.00 0.28
H 3.91 -0.08 -5.15
H 1.91 1.06 2.19
O 0.97 -3.01 3.94
C -4.20 1.74 -0.55
H -0.73 -1.21 2.36
H 4.19 -2.27 -5.01
H -2.86 -3.91 -1.33
C -5.66 1.63 -0.20
H 1.85 -4.48 2.92
H -1.41 -4.53 -2.11
H 0.45 2.09 -2.77
O -3.59 1.36 0.70
*
```

Calculated values
Orbital gap (alpha / beta) = 1.90 / 9.75 eV
F_max = 0.102 hartree/bohr
E = -2683.42742 hartree
LUMO (alpha / beta) = 0.0778 / 0.0766 hartree

Here are the Löwdin charges for atoms 1 to 99, given in e: C -0.18; H 0.07; O 0.07; C -0.44; H 0.12; C -0.13; C -0.07; H 0.09; O 0.01; H 0.10; H 0.13; C -0.19; H 0.05; H 0.11; H 0.11; O 0.07; H 0.13; H 0.05; C -0.19; O 0.09; C -0.15; C -0.16; H 0.10; H 0.09; C -0.06; H 0.12; C -0.18; O 0.10; H 0.13; C -0.17; H 0.12; H 0.11; H 0.10; O 0.05; H 0.11; H 0.11; H 0.13; H 0.05; H 0.08; H 0.10; H 0.14; H 0.10; H 0.08; O 0.03; H 0.06; C -0.05; C -0.09; O 0.10; H 0.09; O 0.08; C -0.07; H 0.12; O 0.09; C -0.11; O 0.03; H 0.12; H 0.11; O 0.03; C -0.07; C -0.41; C -0.16; C -0.42; H 0.06; C -0.62; H 0.14; H 0.11; C -0.07; H 0.13; H 0.10; H 0.10; C -0.12; C -0.12; H 0.10; C -0.44; C -0.17; H 0.14; H 0.11; O -0.12; H 0.11; H 0.12; O 0.03; C -0.13; C -0.26; H 0.13; C -0.13; O -0.13; H 0.12; C -0.46; O 0.06; H 0.09; H 0.08; C -0.45; C -0.50; H 0.10; H 0.15; C -0.17; H 0.12; H 0.10; O 0.07

***

No. 5
C17H25BrN4 in the gas phase, computed with the ωB97M-V functional and the def2-TZVPD basis.

```
! wB97M-V def2-TZVPD RIJCOSX def2/J DEFGRID3
* xyz 0 1
C -2.00 0.03 1.26
C -1.37 3.44 4.50
N 0.05 -1.13 -0.64
H 0.62 -3.11 -2.08
H -2.57 -1.85 0.26
N -1.66 1.29 6.31
Br -1.22 6.27 4.27
H 0.85 -0.47 -3.07
H -0.34 -2.88 0.43
C -0.68 -1.42 -1.89
H -2.05 -1.98 1.94
N -1.05 0.49 2.29
H -0.49 0.58 -2.73
H -1.70 -2.21 -5.55
C -1.85 -1.46 1.01
H -1.39 2.21 6.66
H -1.03 -3.52 -1.74
H -1.92 0.08 4.67
C -1.16 1.82 2.72
C -1.73 1.06 5.03
H 0.91 0.24 3.04
H 0.78 0.68 1.32
H -1.07 -4.10 -4.00
H 0.34 -2.07 2.60
C -0.84 4.04 2.27
H -1.59 3.74 5.53
C -1.07 4.45 3.59
N -0.86 2.77 1.85
H -0.68 4.83 1.52
C -1.50 -2.02 -4.50
H 0.08 -0.10 -0.46
C 0.53 -1.40 1.73
C -0.21 -0.44 -2.97
H 1.58 -1.60 1.40
H -2.47 -2.00 -4.00
C -0.82 -0.71 -4.38
C -0.41 -1.81 0.60
H -1.75 -1.21 -1.79
C 0.35 0.07 2.12
C -1.44 2.14 4.06
H 0.35 -3.13 -4.32
H -1.55 0.08 -4.56
H -0.03 -0.62 -5.16
H -1.82 0.58 0.35
C -0.44 -2.84 -2.32
C -0.64 -3.11 -3.85
H -3.05 0.24 1.60
*
```

Calculated values
Orbital gap = 8.74 eV
SMILES string = [H]/N=C\c1cc(Br)cnc1N1CCC(NC2CCCCC2)CC1
Energy above the lowest of the compared OMol25 structures with the same formula, charge and spin = 9.35 kcal/mol
F_max = 0.075 hartree/bohr
E = -3455.78377 hartree
LUMO = -0.0019 hartree

Table of Löwdin atomic charges, one value per atom, all in e: C -0.15; C -0.09; N 0.01; H 0.13; H 0.12; N 0.10; Br 0.69; H 0.11; H 0.13; C -0.38; H 0.11; N -0.11; H 0.11; H 0.11; C -0.14; H 0.03; H 0.09; H 0.10; C -0.30; C -0.14; H 0.12; H 0.11; H 0.10; H 0.12; C -0.14; H 0.10; C -0.61; N 0.16; H 0.11; C -0.24; H 0.11; C -0.14; C -0.14; H 0.13; H 0.11; C -0.21; C -0.34; H 0.14; C -0.15; C -0.13; H 0.11; H 0.11; H 0.12; H 0.10; C -0.15; C -0.17; H 0.14

***

Copy entry 1 word for word.
15 unconnected molecules or ions with the total composition C5H39O16, computed with the ωB97M-V functional and the def2-TZVPD basis.

```
! wB97M-V def2-TZVPD RIJCOSX def2/J DEFGRID3
* xyz -1 1
O -0.36 0.62 -3.59
H -1.29 0.41 -3.68
C 0.22 2.26 0.10
H -1.52 3.77 -1.26
H 1.71 0.12 -3.41
O -3.02 -0.08 -2.36
H -0.53 -3.19 -1.24
H 4.19 -1.88 0.35
H 0.56 2.22 -2.95
H -3.63 -0.85 -2.36
H -2.54 2.23 1.48
O -2.63 -1.77 1.25
O -1.61 4.52 -0.63
H -0.07 -0.18 -3.13
O 3.74 -2.31 -0.40
H 3.12 0.47 0.59
H 0.69 3.25 0.08
O -2.86 -2.50 -1.40
H 0.46 3.78 -2.71
H 1.27 0.84 -0.93
H 3.04 1.85 2.85
H -0.65 -2.78 2.60
H -0.63 2.13 0.80
H -1.85 -1.63 0.66
O -0.20 -3.82 -1.89
H -2.65 0.00 2.12
H -2.49 -0.28 -1.59
H -3.44 2.60 0.31
H 1.29 1.95 2.56
C 2.19 1.31 2.31
H 0.03 0.34 3.08
C 1.98 -0.08 2.92
H -1.75 4.13 0.30
H 0.74 -3.73 -1.77
H -0.19 -0.95 -1.08
O -1.98 0.67 1.90
H 0.64 -2.05 0.45
H 2.80 -2.24 -0.03
H -2.77 -2.70 1.08
H 0.52 0.17 0.54
C 2.40 1.27 0.83
O 0.00 -3.21 3.13
O 1.51 -2.16 0.96
O -0.59 -1.52 -0.45
H 2.19 -0.99 2.32
H -1.94 -2.13 -1.13
H -1.62 0.28 1.09
H 2.98 2.04 0.36
H 1.40 -2.71 1.75
H -0.66 1.32 -1.45
O 0.67 -0.28 3.47
O 0.88 3.08 -3.18
C 1.07 0.98 0.16
H 2.44 -0.06 3.93
H 2.61 -1.02 -2.63
O -2.93 3.04 1.01
H -2.66 -3.45 -1.61
O -0.52 2.24 -1.17
H 0.52 -2.64 3.70
O 1.75 -0.73 -2.98
*
```

Calculated values
Orbital gap = 10.02 eV
Energy above the lowest of the compared OMol25 structures with the same formula, charge and spin = 110.50 kcal/mol
F_max = 0.081 hartree/bohr
E = -1417.76787 hartree
LUMO = 0.0976 hartree

Table of Löwdin atomic charges, one value per atom, all in e: O -0.05; H 0.04; C -0.18; H 0.01; H 0.04; O -0.07; H -0.03; H 0.02; H -0.04; H 0.05; H 0.02; O -0.09; O -0.15; H 0.01; O -0.13; H 0.11; H 0.14; O -0.14; H 0.01; H 0.12; H 0.13; H 0.01; H 0.08; H -0.02; O -0.07; H 0.06; H -0.01; H 0.06; H 0.13; C -0.18; H 0.05; C -0.24; H 0.03; H 0.02; H -0.03; O -0.06; H 0.03; H -0.01; H 0.04; H 0.06; C -0.22; O -0.04; O -0.12; O -0.34; H 0.09; H -0.01; H 0.04; H 0.11; H 0.03; H 0.05; O -0.11; O -0.06; C -0.17; H 0.11; H 0.05; O -0.10; H 0.06; O -0.17; H 0.03; O -0.05

***

- E of number 1 (C5H39O16)?
  -1417.76787 hartree

***

- Look up the F_max of the fourth one.
  0.102 hartree/bohr

***

- Number 4 is which compound?
  C34H56O18